Record 1
Formula: C30H56BrClF3ILiN6O7PS
Source: OMol25
Level of theory: ωB97M-V/def2-TZVPD

Last column: Mulliken charge in e.
Element x y z (Å)
C (1.633, -1.531, 5.185)  -1.10
C (1.707, -0.257, 4.202)  0.64
C (0.563, -0.291, 3.008)  0.47
O (1.256, -0.760, 1.863)  0.13
C (0.597, -0.586, 0.566)  -0.58
C (0.863, 0.949, 0.290)  -1.21
C (1.464, 1.550, -1.057)  0.56
C (1.737, 3.142, -0.741)  -0.69
C (2.904, 3.775, -1.643)  -0.76
S (2.085, 5.053, -2.771)  -0.18
C (2.598, 4.471, -4.455)  0.25
N (3.026, 5.199, -5.635)  -0.33
N (3.280, 4.161, -6.519)  -0.28
C (3.029, 2.861, -5.903)  -0.05
O (2.559, 3.043, -4.565)  -0.11
O (-0.799, -0.453, 1.038)  -0.33
C (-1.742, -0.787, -0.072)  -1.28
C (-2.777, -1.651, 0.866)  -0.16
C (-4.354, -1.410, 0.707)  -0.41
O (-5.115, -1.722, -0.236)  -0.44
I (-5.489, -0.481, 2.382)  0.11
P (-2.849, 0.710, -0.409)  0.57
N (-2.193, 2.043, -1.004)  -0.75
C (-0.669, -1.464, -1.152)  0.57
N (-0.372, -0.673, -2.341)  0.72
C (-1.232, 0.069, -3.229)  -0.41
C (-1.074, -0.389, -4.805)  -1.13
C (-1.616, -2.560, -1.812)  0.16
F (-2.953, -2.044, -2.104)  -0.28
F (-2.001, -3.768, -1.177)  -0.27
F (-1.279, -3.050, -3.143)  -0.29
N (0.662, -1.775, -0.436)  2.34
C (0.503, -3.063, 0.359)  -0.66
C (0.626, -4.501, -0.272)  -1.36
C (0.869, -4.722, -1.836)  0.04
C (2.031, -5.816, -2.171)  -0.79
O (2.526, -5.554, -3.511)  -0.34
C (1.728, -6.206, -4.501)  0.22
O (1.429, -5.591, -5.559)  -0.45
C (2.084, -1.628, -0.813)  0.77
C (2.595, -1.390, -2.360)  -1.37
C (3.215, -2.719, -0.312)  -0.63
C (3.722, -2.554, 1.220)  -0.83
H (2.414, -2.287, 4.827)  0.26
H (1.958, -1.166, 6.235)  0.38
H (0.572, -1.951, 5.287)  0.29
H (2.750, -0.099, 3.731)  0.30
H (1.532, 0.690, 4.864)  -0.49
H (-0.241, -0.996, 3.457)  -0.07
H (0.207, 0.819, 2.988)  -0.34
H (-0.027, 1.647, 0.575)  0.58
H (1.669, 1.321, 1.055)  0.48
H (0.789, 1.575, -1.973)  -0.68
H (2.509, 1.147, -1.360)  0.35
H (0.710, 3.646, -0.957)  0.48
H (1.956, 3.346, 0.365)  0.22
H (3.582, 4.409, -0.945)  0.40
H (3.549, 3.025, -2.214)  0.39
H (3.154, 1.803, -6.316)  0.32
H (-2.601, -1.358, 1.984)  0.24
H (-2.642, -2.777, 0.884)  0.37
H (-3.357, 1.143, 0.890)  -0.13
H (-3.938, 0.407, -1.331)  0.28
H (-1.211, 1.798, -1.173)  0.03
H (0.185, -1.219, -3.038)  0.21
H (-2.361, 0.144, -3.094)  -0.04
H (-0.886, 1.184, -3.278)  0.44
H (-1.510, 0.506, -5.403)  0.44
H (0.042, -0.459, -5.090)  0.28
H (-1.667, -1.345, -5.032)  0.26
H (1.092, -3.116, 1.347)  0.34
H (-0.572, -3.070, 0.813)  0.35
H (-0.278, -5.181, 0.006)  0.26
H (1.517, -5.057, 0.239)  0.57
H (-0.100, -5.183, -2.284)  0.61
H (1.010, -3.723, -2.372)  -0.22
H (1.505, -6.855, -2.204)  0.34
H (2.839, -5.889, -1.363)  0.43
H (1.386, -7.295, -4.373)  0.32
H (2.669, -0.738, -0.307)  0.03
H (3.719, -1.094, -2.391)  0.50
H (2.136, -0.426, -2.823)  0.39
H (2.494, -2.312, -3.022)  0.28
H (4.214, -2.385, -0.824)  0.58
H (3.123, -3.771, -0.702)  -0.12
H (4.835, -2.884, 1.312)  0.51
H (3.743, -1.425, 1.498)  0.07
H (3.159, -3.197, 1.983)  0.17
Cl (1.350, 3.742, -7.263)  -0.60
C (-4.650, 4.954, 4.637)  -1.62
C (-4.373, 3.482, 4.321)  0.53
C (-3.010, 2.989, 4.841)  -0.82
O (-1.893, 3.415, 4.057)  -0.09
C (-1.444, 4.735, 4.339)  -0.85
N (-4.506, 3.272, 2.871)  -0.59
H (-4.093, 5.626, 3.993)  0.23
H (-5.704, 5.174, 4.495)  0.42
H (-4.397, 5.182, 5.677)  0.28
H (-5.149, 2.891, 4.824)  0.44
H (-3.004, 1.893, 4.789)  0.28
H (-2.863, 3.248, 5.897)  0.48
H (-1.551, 4.990, 5.397)  0.39
H (-1.979, 5.454, 3.717)  0.22
H (-0.384, 4.798, 4.074)  0.26
H (-4.417, 2.274, 2.677)  0.03
H (-3.680, 3.678, 2.428)  0.34
Li (0.684, 2.019, 4.730)  0.76
Br (-5.341, 7.203, 3.882)  -0.83

## Properties
* HOMO: -4.200 eV
* electronic energy: -174410.785 eV
* net charge: 0
* max |F|: 7.8 eV/A

Record 2
Formula: C30H56ClF2IN6O9PS
Source: OMol25
Level of theory: ωB97M-V/def2-TZVPD

Last column: Mulliken charge in e.
Element x y z (Å)
N (-2.956, -0.462, 0.043)  -0.68
P (-1.479, -0.211, 0.742)  0.81
O (-1.132, 1.480, 0.315)  -0.58
O (-1.739, -0.425, 2.456)  -0.57
C (-0.129, -1.426, 0.023)  0.83
C (-0.571, -1.535, -1.587)  -1.03
C (0.673, -1.659, -2.632)  -0.03
C (0.624, -0.551, -3.881)  -0.19
O (0.218, 0.731, -3.711)  -0.48
N (1.076, -0.893, -5.314)  -0.21
C (2.534, -1.310, -5.297)  0.58
C (3.074, -2.269, -6.525)  -0.54
C (4.652, -2.774, -6.604)  -0.38
C (5.704, -2.338, -5.392)  -0.40
C (5.204, -1.372, -4.145)  -0.50
C (3.627, -0.867, -4.145)  0.39
N (1.190, -0.834, 0.287)  -0.29
F (1.514, 0.295, -0.335)  0.87
C (1.905, -1.149, 1.544)  0.42
C (1.636, -0.195, 2.843)  -0.77
C (1.676, 1.419, 2.587)  0.26
C (1.751, 2.114, 4.107)  -0.59
S (3.412, 2.883, 4.498)  -0.24
C (3.524, -0.923, 1.172)  -0.14
C (4.544, -1.879, 2.009)  0.32
O (5.084, -2.940, 1.360)  -0.50
Cl (5.093, -1.632, 3.773)  -0.12
C (1.640, -2.712, 2.081)  -0.71
F (1.986, -2.876, 3.543)  -0.35
N (0.141, -3.077, 2.043)  0.38
C (-0.451, -2.897, 0.665)  -1.88
O (-1.901, -3.208, 0.804)  -0.14
I (0.340, -4.604, -0.527)  0.33
H (-3.623, -0.708, 0.833)  0.04
H (-1.896, 1.978, 0.763)  0.34
H (-2.474, -1.087, 2.647)  0.33
H (-1.142, -0.524, -1.867)  0.51
H (-1.386, -2.389, -1.763)  0.36
H (0.583, -2.719, -3.174)  0.43
H (1.744, -1.631, -2.165)  0.16
H (0.454, -1.618, -5.736)  0.39
H (2.372, -2.638, -7.413)  0.22
H (5.064, -3.471, -7.479)  0.29
H (6.819, -2.693, -5.379)  0.28
H (5.909, -1.025, -3.252)  0.29
H (3.313, -0.175, -3.240)  -0.21
H (0.663, -0.484, 3.471)  0.39
H (2.539, -0.399, 3.599)  0.36
H (2.618, 1.819, 2.020)  -0.18
H (0.722, 1.879, 2.092)  0.02
H (0.953, 3.001, 4.128)  0.40
H (1.372, 1.354, 4.947)  0.31
H (4.461, 2.157, 3.911)  0.12
H (3.631, -1.188, 0.014)  0.28
H (3.865, 0.189, 1.290)  0.15
H (2.317, -3.482, 1.519)  0.34
H (-0.386, -2.626, 2.821)  0.53
H (0.120, -4.122, 2.243)  0.50
H (-2.112, -4.027, 0.254)  0.45
C (6.550, 5.358, -3.677)  -0.72
O (5.465, 5.906, -2.939)  -0.34
C (4.308, 6.140, -3.752)  -0.78
C (3.153, 5.238, -3.288)  -0.14
N (3.423, 3.834, -3.614)  -0.28
C (2.470, 2.902, -3.000)  -0.74
C (2.505, 2.782, -1.463)  0.18
O (3.712, 2.210, -0.958)  -0.20
C (4.743, 3.152, -0.695)  -0.89
H (7.411, 5.276, -3.007)  0.24
H (6.302, 4.358, -4.043)  0.31
H (6.819, 6.010, -4.513)  0.35
H (4.515, 6.006, -4.820)  0.41
H (4.020, 7.186, -3.599)  0.40
H (2.228, 5.554, -3.783)  0.36
H (3.033, 5.373, -2.209)  0.18
H (4.359, 3.593, -3.295)  0.12
H (2.688, 1.913, -3.419)  0.06
H (1.454, 3.162, -3.320)  0.44
H (1.704, 2.086, -1.177)  -0.37
H (2.271, 3.727, -0.959)  0.47
H (4.352, 4.124, -0.381)  0.38
H (5.382, 3.264, -1.572)  0.24
H (5.365, 2.756, 0.112)  0.30
C (-10.047, 0.125, 3.851)  -0.74
O (-9.002, -0.359, 4.684)  -0.35
C (-9.206, -1.718, 5.093)  -0.80
C (-8.101, -2.612, 4.508)  -0.19
N (-8.254, -2.749, 3.056)  -0.31
C (-7.107, -3.399, 2.411)  -1.05
C (-5.773, -2.628, 2.420)  -0.08
O (-5.795, -1.428, 1.644)  -0.39
C (-6.221, -0.276, 2.359)  -0.71
H (-9.856, 1.181, 3.642)  0.24
H (-10.066, -0.417, 2.901)  0.32
H (-11.015, 0.038, 4.354)  0.35
H (-10.203, -2.088, 4.825)  0.40
H (-9.130, -1.734, 6.186)  0.39
H (-8.154, -3.602, 4.974)  0.39
H (-7.136, -2.160, 4.759)  0.17
H (-8.372, -1.825, 2.646)  0.10
H (-7.392, -3.566, 1.365)  0.41
H (-6.957, -4.389, 2.857)  0.43
H (-5.024, -3.275, 1.943)  0.17
H (-5.399, -2.439, 3.433)  0.37
H (-5.944, -0.312, 3.417)  0.36
H (-7.300, -0.146, 2.252)  0.22
H (-5.743, 0.597, 1.908)  0.33

## Properties
* HOMO: -10.065 eV
* electronic energy: -105540.069 eV
* net charge: +1
* max |F|: 9.1 eV/A

Q: net charge of number 1 (C30H56BrClF3ILiN6O7PS)?
A: 0

Q: Look up the HOMO of the first one.
A: -4.200 eV

Q: Which of these has the lowest HOMO?
A: C30H56ClF2IN6O9PS

Q: Among the records above, which one has the lowest HOMO?
A: C30H56ClF2IN6O9PS